# 1
{"formula": "C33H45Cl2F5NO2S", "method": "wB97M-V/def2-TZVPD", "e_homo_ha": -0.1817, "gap_ev": 7.1, "charge": -1, "elements": ["C", "C", "Cl", "C", "Cl", "C", "C", "C", "C", "C", "C", "C", "C", "F", "F", "C", "F", "F", "F", "C", "C", "N", "C", "C", "C", "C", "C", "O", "O", "C", "C", "S", "H", "H", "H", "H", "H", "H", "H", "H", "H", "H", "H", "H", "H", "H", "H", "H", "H", "C", "C", "C", "C", "C", "C", "H", "H", "H", "H", "H", "H", "H", "H", "H", "H", "H", "H", "H", "H", "C", "C", "C", "C", "C", "C", "H", "H", "H", "H", "H", "H", "H", "H", "H", "H", "H", "H", "H", "H"], "coordinates": [[0.6789, -5.7181, 3.0678], [-0.6073, -6.3883, 2.5372], [-0.1028, -7.8282, 1.5533], [-1.4401, -5.4792, 1.6024], [-3.0187, -6.2697, 1.1512], [-1.6992, -4.1096, 2.2264], [-2.7431, -3.9686, 3.1466], [-2.9666, -2.7107, 3.6812], [-2.1712, -1.6283, 3.3181], [-2.5149, -0.2574, 3.9297], [-3.7350, 0.3077, 3.1125], [-3.2458, 1.0822, 1.8648], [-4.0877, 0.9204, 0.6015], [-3.3197, 1.4025, -0.4272], [-5.1876, 1.7203, 0.6445], [-4.4701, -0.5405, 0.2072], [-5.6996, -0.8768, 0.6324], [-3.5791, -1.4536, 0.5810], [-4.5280, -0.5953, -1.1494], [-1.1129, -1.7638, 2.4249], [-0.8850, -3.0328, 1.8616], [0.1511, -3.2795, 0.8861], [1.3962, -2.6227, 1.2150], [2.5817, -3.4200, 1.0116], [3.8727, -2.8631, 1.2968], [3.9384, -1.5592, 1.7730], [5.3402, -0.9706, 2.1350], [5.3598, 0.2002, 2.5768], [6.3101, -1.7374, 1.9477], [2.7888, -0.7677, 1.9491], [1.5193, -1.3300, 1.6784], [-0.0248, -0.4369, 1.9306], [0.5788, -5.3356, 4.0946], [1.4503, -6.5006, 3.1155], [1.0634, -4.9096, 2.4407], [-1.2338, -6.6582, 3.3971], [-0.8884, -5.4024, 0.6610], [-3.3408, -4.8374, 3.4218], [-3.7815, -2.5292, 4.3848], [-1.6586, 0.4264, 3.9182], [-2.8462, -0.4756, 4.9563], [-4.3565, -0.5688, 2.8737], [-4.3485, 0.9448, 3.7692], [-2.1955, 0.8851, 1.6180], [-3.2993, 2.1542, 2.1183], [-0.1907, -2.8470, 0.0213], [2.4589, -4.4452, 0.6550], [4.7608, -3.4708, 1.1397], [2.8701, 0.2595, 2.3024], [-0.3885, 2.8565, -0.4802], [0.2176, 4.2006, -0.8657], [-0.8209, 5.3088, -1.0289], [-1.8494, 5.0732, -2.1362], [-1.2643, 4.8639, -3.5319], [-0.4850, 6.0682, -4.0506], [-1.0578, 2.4784, -1.2543], [0.3985, 2.1154, -0.3355], [-0.9515, 2.9350, 0.4532], [0.8059, 4.0905, -1.7820], [0.9225, 4.5022, -0.0856], [-0.3013, 6.2555, -1.2076], [-1.3563, 5.4366, -0.0820], [-2.5313, 5.9305, -2.1625], [-2.4682, 4.2078, -1.8806], [-2.0863, 4.6569, -4.2232], [-0.6218, 3.9787, -3.5467], [-1.1174, 6.9590, -4.0778], [-0.1273, 5.8809, -5.0650], [0.3863, 6.2838, -3.4300], [3.3333, 2.8651, -3.9865], [3.3939, 1.3598, -4.2259], [2.0635, 0.6528, -3.9742], [1.5437, 0.7438, -2.5391], [2.4899, 0.2025, -1.4658], [2.7897, -1.2858, -1.6169], [3.1031, 3.0989, -2.9456], [4.2949, 3.3256, -4.2217], [2.5740, 3.3307, -4.6205], [4.1820, 0.9201, -3.6093], [3.6858, 1.1836, -5.2658], [2.1630, -0.3985, -4.2606], [1.3053, 1.0745, -4.6445], [0.5942, 0.1991, -2.4806], [1.3046, 1.7855, -2.3062], [2.0326, 0.3677, -0.4878], [3.4277, 0.7657, -1.4635], [1.8742, -1.8837, -1.5892], [3.4101, -1.6254, -0.8095], [3.2906, -1.4792, -2.5687]], "forces_ev_per_a": [[0.4, -0.3, 0.2], [0.0, 0.8, -0.1], [-0.4, 0.0, 0.4], [0.4, 0.1, 0.1], [0.4, 0.0, 0.2], [-0.1, -0.7, -0.2], [0.4, 0.4, -0.1], [-0.1, -0.2, -0.1], [0.5, 1.5, 0.6], [-0.9, -0.9, -0.6], [0.6, -0.2, 0.6], [-0.7, 0.2, 0.5], [1.4, 0.6, 0.4], [-0.3, -0.2, 0.0], [-0.1, -0.7, 0.0], [-0.7, 0.2, -1.7], [0.6, 0.0, 0.4], [-0.2, 0.4, 0.3], [0.0, -0.1, 0.5], [0.5, -0.9, -0.3], [-0.3, -0.3, 0.2], [-0.5, 1.3, 0.0], [2.2, -2.1, -0.5], [0.2, 1.7, 0.8], [-2.5, -1.0, -0.4], [0.4, 0.8, 0.3], [0.6, 0.4, 0.1], [-0.5, -0.3, -0.2], [-0.5, -0.1, -0.1], [-0.6, -0.9, -0.2], [0.1, 0.2, 0.3], [0.2, 0.0, 0.1], [-0.3, 0.0, -0.4], [-0.2, 0.4, 0.0], [-0.2, -0.3, 0.0], [0.1, -0.6, -0.4], [-0.2, 0.2, 0.3], [0.1, 0.3, -0.1], [0.2, -0.1, -0.1], [-0.2, -0.2, 0.1], [0.2, 0.4, -0.2], [0.1, 0.4, -0.1], [0.2, 0.0, -0.4], [-0.4, -0.3, 0.0], [0.1, -0.3, -0.3], [0.1, -0.2, 0.0], [0.0, 0.3, 0.0], [0.0, 0.4, 0.2], [0.2, -0.3, 0.0], [0.1, 0.0, 0.0], [-0.1, 0.0, 0.2], [0.1, 0.1, -0.1], [-0.1, -0.1, 0.0], [0.0, 0.1, 0.0], [0.0, -0.1, -0.1], [0.0, 0.0, 0.0], [-0.1, 0.0, 0.1], [0.0, 0.0, 0.0], [0.0, 0.0, 0.0], [0.0, 0.0, -0.1], [0.0, 0.0, 0.0], [0.0, 0.0, 0.0], [0.0, 0.0, 0.0], [0.0, 0.0, 0.0], [0.0, -0.1, 0.0], [0.0, 0.0, 0.0], [0.0, 0.0, 0.0], [0.0, 0.1, 0.0], [0.0, 0.0, 0.0], [0.1, 0.0, 0.0], [-0.1, 0.1, -0.1], [0.0, -0.1, 0.0], [0.1, 0.1, 0.0], [-0.2, -0.1, -0.1], [-0.3, 0.4, -0.4], [0.0, 0.0, 0.0], [0.0, 0.1, 0.0], [0.0, 0.0, 0.0], [0.0, 0.0, 0.0], [0.0, 0.0, 0.0], [0.0, 0.0, 0.0], [0.0, 0.0, 0.0], [0.0, 0.0, 0.0], [0.0, 0.0, -0.1], [0.0, 0.1, 0.0], [0.0, 0.0, 0.0], [0.0, 0.1, -0.1], [0.4, -0.1, 0.2], [0.0, -0.1, 0.1]]}

---

# 2
{"formula": "C25H20Br12N2O2S2", "method": "wB97M-V/def2-TZVPD", "e_homo_ha": -0.2902, "gap_ev": 7.5, "elements": ["C", "C", "C", "C", "C", "C", "C", "C", "C", "C", "C", "C", "C", "C", "N", "N", "C", "O", "C", "C", "C", "C", "C", "O", "C", "S", "S", "H", "H", "H", "H", "H", "H", "H", "H", "H", "H", "H", "H", "H", "H", "H", "H", "C", "Br", "Br", "Br", "H", "C", "Br", "Br", "Br", "H", "C", "Br", "Br", "Br", "H", "C", "Br", "Br", "Br", "H"], "coordinates": [[5.2974, -0.4922, -0.0804], [4.5259, 0.7465, -0.4554], [5.2296, 1.9341, -0.6701], [4.5920, 3.1139, -1.0121], [3.2076, 3.1257, -1.1584], [2.5030, 1.9532, -0.9620], [3.1412, 0.7623, -0.6131], [2.2714, -0.4656, -0.4549], [1.7648, -0.9670, -1.7856], [2.6724, -1.3013, -2.7856], [2.2429, -1.7750, -4.0146], [0.8843, -1.9037, -4.2797], [-0.0312, -1.5737, -3.2900], [0.3994, -1.1119, -2.0471], [-0.5204, -0.7848, -1.0042], [-0.7578, -1.9760, -0.1779], [-0.4049, -1.8870, 1.0010], [-0.0822, -2.0193, 2.1160], [-1.7711, -0.2259, -1.3859], [-2.4236, -0.5878, -2.5580], [-3.6523, -0.0183, -2.8682], [-4.2278, 0.9003, -2.0131], [-3.5798, 1.2692, -0.8402], [-4.1029, 2.1902, 0.0113], [-2.3443, 0.7095, -0.5218], [-1.4732, 1.1882, 0.9417], [-1.7400, -1.7812, -3.6496], [5.1850, -1.2887, -0.8157], [6.3553, -0.2391, -0.0431], [5.0182, -0.8638, 0.9012], [6.3066, 1.9386, -0.5648], [5.1673, 4.0169, -1.1587], [2.6703, 4.0240, -1.4250], [1.4267, 1.9499, -1.0876], [1.4379, -0.1891, 0.1850], [2.8409, -1.2685, 0.0141], [3.7339, -1.1877, -2.6110], [2.9703, -2.0273, -4.7728], [0.5409, -2.2505, -5.2437], [-4.1518, -0.2912, -3.7864], [-5.1775, 1.3614, -2.2507], [-5.0513, 2.2652, -0.1468], [-2.4715, 1.0012, 1.8056], [-6.3192, 2.9580, 2.9030], [-5.8896, 4.7984, 2.5436], [-7.3358, 2.1832, 1.4605], [-4.7543, 1.9239, 3.2924], [-6.9486, 2.9470, 3.7803], [-9.4440, 4.5849, 4.4195], [-9.3398, 2.9022, 5.3582], [-10.8705, 4.5816, 3.1344], [-9.5819, 6.0608, 5.6390], [-8.5219, 4.7131, 3.8700], [4.6973, -3.2549, 3.6984], [3.2225, -2.2527, 2.9959], [6.2265, -3.1292, 2.5310], [5.1127, -2.7469, 5.5032], [4.4144, -4.2974, 3.7223], [3.4709, -5.5292, 0.2028], [2.9560, -7.0427, 1.2724], [4.2117, -6.0689, -1.4861], [2.0195, -4.2940, -0.0230], [4.2525, -5.0104, 0.7405]], "forces_ev_per_a": [[0.1, 0.3, -0.1], [0.1, 0.1, -0.1], [-0.1, 0.1, 0.0], [-0.3, 0.0, 0.0], [0.1, -0.1, 0.0], [0.1, -0.1, 0.0], [-0.1, 0.1, -0.1], [0.3, 0.1, -0.1], [-0.1, 0.0, -0.1], [-0.1, -0.1, -0.1], [-0.2, 0.0, 0.1], [0.3, 0.1, 0.2], [0.0, 0.0, -0.1], [0.2, 0.0, -0.1], [-0.1, -0.4, 0.0], [0.2, 0.5, 0.3], [0.2, -0.5, 0.6], [-0.3, 0.2, -0.8], [-0.1, 0.2, 0.0], [0.0, 0.0, 0.0], [0.0, 0.0, 0.1], [0.0, 0.0, 0.1], [0.1, 0.0, -0.1], [0.0, -0.1, 0.0], [-0.1, 0.0, 0.0], [0.4, -0.1, 0.0], [0.0, -0.1, 0.0], [-0.1, -0.1, 0.1], [0.1, -0.1, 0.0], [-0.1, -0.1, 0.0], [0.1, -0.1, 0.0], [0.0, 0.0, 0.0], [0.1, 0.1, 0.0], [-0.1, 0.0, 0.0], [-0.1, -0.1, 0.1], [-0.1, 0.0, 0.2], [0.0, 0.1, 0.1], [0.0, 0.0, -0.1], [0.0, 0.0, 0.0], [0.0, 0.0, -0.1], [-0.1, 0.0, -0.1], [0.0, 0.1, 0.0], [-0.2, 0.1, 0.0], [0.1, 0.0, -0.1], [0.0, 0.0, 0.0], [-0.1, 0.0, 0.0], [-0.1, 0.0, 0.2], [0.0, -0.1, 0.0], [0.0, 0.0, 0.0], [0.1, 0.0, 0.0], [0.0, 0.0, 0.0], [0.0, 0.0, 0.0], [0.0, 0.0, 0.0], [0.0, 0.0, 0.0], [-0.1, 0.0, 0.1], [0.1, -0.1, 0.0], [0.1, 0.0, 0.0], [-0.1, 0.0, 0.0], [0.0, 0.1, 0.1], [0.0, 0.0, 0.0], [0.0, 0.0, 0.0], [-0.1, 0.0, -0.2], [0.0, 0.0, 0.0]]}